1.
A 2-piece molecular cluster, C9H12NO4 overall, computed with ωB97M-V/def2-TZVPD.

Results
lowest unoccupied orbital energy (spin up / spin down)	0.49 / -3.03	eV
Kohn-Sham gap (spin up / spin down)	10.135 / 7.294	eV
M	198.20	g/mol
largest force on an atom	2.20	eV/Å
expectation value of S²	0.787
HOMO level (spin up / spin down)	-9.64 / -10.33	eV
total energy	-19202.5170	eV

The geometry in ORCA input format:
```
! wB97M-V def2-TZVPD RIJCOSX def2/J DEFGRID3
* xyz 0 2
N 2.26 -2.86 -2.44
O 3.19 -2.07 -2.54
O 1.01 -2.31 -2.14
O 2.27 -4.08 -2.61
H 1.02 -2.06 -1.12
O 0.66 -1.64 0.18
C -0.46 -0.99 0.12
C -0.48 0.41 0.41
C -1.70 1.05 0.54
C -2.91 0.41 0.29
C -2.91 -0.96 -0.05
C -1.70 -1.63 -0.25
C 0.85 1.07 0.76
C 0.83 1.69 2.14
C 1.19 2.11 -0.29
H -1.66 2.10 0.83
H -3.85 0.98 0.38
H -3.86 -1.47 -0.18
H -1.69 -2.68 -0.54
H 1.60 0.26 0.72
H 0.60 0.93 2.90
H 1.82 2.10 2.36
H 0.09 2.50 2.20
H 1.22 1.66 -1.29
H 0.45 2.93 -0.29
H 2.17 2.53 -0.07
*
```

These are the Löwdin partial charges, in e, on atoms 1 to 5: -0.43, 0.08, 0.01, 0.08, 0.05

---

2.
The molecule C9H12NOP, computed with ωB97M-V/def2-TZVPD.

Results
lowest unoccupied orbital energy (spin up / spin down)	-0.36 / -0.23	eV
Kohn-Sham gap (spin up / spin down)	9.139 / 7.364	eV
M	181.17	g/mol
largest force on an atom	5.06	eV/Å
HOMO level (spin up / spin down)	-9.50 / -7.60	eV
total energy	-22350.2891	eV

The geometry in ORCA input format:
```
! wB97M-V def2-TZVPD RIJCOSX def2/J DEFGRID3
* xyz 0 1
C -2.15 0.48 -2.83
C -1.07 -0.35 -2.66
C -2.87 0.94 -1.71
C -0.68 -0.62 -1.34
C -2.32 0.95 -0.43
C -1.22 0.10 -0.28
C 2.43 0.22 1.06
C 2.39 -1.19 1.72
C 1.20 1.05 1.43
N 1.57 -2.06 0.91
O -1.52 0.14 2.39
P -0.47 0.03 1.33
H -2.42 0.54 -3.83
H -0.64 -0.70 -3.64
H -3.89 1.51 -1.83
H 0.09 -1.30 -1.26
H -2.62 1.36 0.44
H 3.17 0.93 1.42
H 2.36 0.08 0.01
H 3.34 -1.71 1.61
H 2.07 -0.95 2.70
H 1.08 1.48 2.43
H 1.00 1.81 0.80
H 1.18 -2.73 1.58
*
```

These are the Löwdin partial charges, in e, on atoms 1 to 5: -0.10, -0.08, -0.06, -0.09, -0.07

---

3.
An isolated ion of composition C9H12NS2 and charge +1, computed with ωB97M-V/def2-TZVPD.

Results
lowest unoccupied orbital energy	-5.43	eV
Kohn-Sham gap	6.921	eV
M	198.34	g/mol
largest force on an atom	3.04	eV/Å
HOMO level	-12.35	eV
total energy	-32679.7353	eV

The geometry in ORCA input format:
```
! wB97M-V def2-TZVPD RIJCOSX def2/J DEFGRID3
* xyz 1 1
C -0.66 1.39 -3.46
C -1.86 1.15 -2.77
C 0.55 1.12 -2.82
C -1.84 0.82 -1.43
C 0.55 0.77 -1.52
C -0.65 0.74 -0.72
C 1.60 -1.50 2.07
C 1.42 -0.08 2.78
C -0.44 0.48 0.67
N 0.35 -2.22 1.75
S 1.06 0.97 1.36
S -1.69 -0.16 1.70
H -0.77 1.80 -4.47
H -2.81 1.25 -3.24
H 1.54 1.23 -3.21
H -2.76 0.89 -0.76
H 1.52 0.58 -1.01
H 2.08 -1.30 1.13
H 2.31 -2.22 2.64
H 0.50 -0.09 3.43
H 2.29 0.11 3.49
H 0.50 -2.94 0.99
H -0.13 -2.47 2.56
H -2.67 -0.33 0.83
*
```

These are the Löwdin partial charges, in e, on atoms 1 to 5: 0.00, -0.04, -0.05, -0.03, -0.06

---

4.
A 2-piece molecular cluster, C9H12NS2 overall, computed with ωB97M-V/def2-TZVPD.

Results
lowest unoccupied orbital energy (spin up / spin down)	-4.79 / -4.79	eV
Kohn-Sham gap (spin up / spin down)	6.616 / 6.623	eV
M	198.34	g/mol
largest force on an atom	3.53	eV/Å
HOMO level (spin up / spin down)	-11.41 / -11.41	eV
total energy	-32676.5731	eV

The geometry in ORCA input format:
```
! wB97M-V def2-TZVPD RIJCOSX def2/J DEFGRID3
* xyz 1 1
C -3.85 -0.33 -0.72
C -3.78 -0.45 0.66
C -2.68 -0.02 -1.41
C -2.58 -0.29 1.30
C -1.51 0.20 -0.72
C -0.42 0.60 1.34
C 1.80 -0.17 0.28
C 2.20 2.47 0.28
C 3.26 -2.43 -0.58
N -1.46 0.09 0.63
S 3.03 0.88 -0.03
S 1.68 -1.81 0.11
H -4.78 -0.47 -1.25
H -4.65 -0.71 1.24
H -2.67 0.06 -2.49
H -2.49 -0.41 2.37
H -0.58 0.46 -1.21
H -0.23 0.09 2.28
H 2.89 3.11 0.83
H 1.29 2.27 0.84
H 1.99 2.93 -0.69
H 3.02 -3.37 -1.08
H 3.95 -2.61 0.24
H 3.66 -1.71 -1.28
*
```

These are the Löwdin partial charges, in e, on atoms 1 to 5: -0.01, -0.01, -0.01, 0.00, -0.02

---

5.
The molecule C9H12O2, computed with ωB97M-V/def2-TZVPD.

Results
lowest unoccupied orbital energy	0.06	eV
Kohn-Sham gap	8.833	eV
M	152.19	g/mol
largest force on an atom	4.67	eV/Å
HOMO level	-8.78	eV
SMILES	C=C(O)/C=C\C(=O)C=C(C)C
total energy	-13619.1953	eV

The geometry in ORCA input format:
```
! wB97M-V def2-TZVPD RIJCOSX def2/J DEFGRID3
* xyz 0 1
C -0.02 1.24 -2.07
C 0.80 0.19 -2.08
O 0.64 -0.86 -2.98
C 2.10 0.40 -1.56
C 2.40 0.63 -0.28
C 1.33 0.61 0.73
O 1.31 1.54 1.53
C 0.25 -0.36 0.58
C -0.85 -0.52 1.33
C -1.56 0.51 2.18
C -1.79 -1.81 1.22
H 0.42 2.10 -1.56
H -0.91 1.51 -2.59
H -0.08 -1.39 -2.68
H 3.01 0.14 -2.25
H 3.44 0.92 0.04
H 0.62 -1.22 -0.06
H -0.76 1.14 2.75
H -1.95 1.23 1.45
H -2.37 0.12 2.78
H -2.83 -1.44 1.39
H -1.70 -2.20 0.14
H -1.48 -2.50 1.98
*
```

These are the Löwdin partial charges, in e, on atoms 1 to 5: 0.11, -0.44, 0.04, -0.08, -0.02

---

6.
A 2-piece molecular cluster, C9H12O2 overall, computed with ωB97M-V/def2-TZVPD.

Results
lowest unoccupied orbital energy	0.08	eV
Kohn-Sham gap	8.338	eV
M	152.19	g/mol
largest force on an atom	7.14	eV/Å
HOMO level	-8.26	eV
total energy	-13614.8559	eV

The geometry in ORCA input format:
```
! wB97M-V def2-TZVPD RIJCOSX def2/J DEFGRID3
* xyz 0 1
C -1.91 -0.35 0.27
C -0.60 -0.67 -0.52
C 0.11 -1.75 0.53
C 0.34 -1.26 2.06
C 0.52 0.13 2.24
C 0.14 0.61 -0.72
C -0.16 1.91 -1.20
C 0.92 2.50 -1.69
C 2.00 1.65 -1.30
H -2.64 -0.28 -0.56
H -1.70 0.39 1.06
H -2.26 -1.29 0.91
H -0.50 -2.63 -1.46
H 1.08 -1.91 0.03
H -0.52 -2.56 0.64
H 0.22 -2.19 2.84
H 0.60 0.56 3.20
H 0.86 0.78 1.15
H -1.18 2.18 -0.97
H 0.80 3.50 -2.34
H 3.15 1.59 -1.47
O -0.75 -1.29 -1.82
O 1.46 0.39 -0.87
*
```

These are the Löwdin partial charges, in e, on atoms 1 to 5: -0.05, -0.52, -0.15, -0.12, 0.00

---

7.
A 2-piece molecular cluster, C9H12O2 overall, computed with ωB97M-V/def2-TZVPD.

Results
lowest unoccupied orbital energy	0.57	eV
Kohn-Sham gap	10.657	eV
M	152.19	g/mol
largest force on an atom	6.09	eV/Å
HOMO level	-10.09	eV
total energy	-13616.5482	eV

The geometry in ORCA input format:
```
! wB97M-V def2-TZVPD RIJCOSX def2/J DEFGRID3
* xyz 0 1
C 0.42 -0.84 -3.22
C -0.05 -0.37 -2.12
C 0.50 0.52 -1.02
C -0.52 0.21 0.10
C -0.71 1.19 1.37
C 0.50 1.11 2.19
C 0.90 -0.32 2.01
C 0.09 -1.08 0.75
C -1.64 -0.35 -1.73
H -0.61 -1.44 -3.69
H 1.45 -1.05 -3.57
H 1.54 0.37 -0.61
H 0.03 1.56 -1.34
H -1.61 0.68 1.87
H -1.20 2.34 1.05
H 1.33 1.57 1.72
H 0.22 1.47 3.23
H 0.85 -1.03 2.94
H 1.95 -0.41 1.91
H 1.33 -1.24 -0.04
H -0.60 -2.09 1.12
O -1.68 -0.10 -0.41
O -2.52 -0.71 -2.51
*
```

These are the Löwdin partial charges, in e, on atoms 1 to 5: 0.06, -0.26, -0.09, -0.59, -0.13

---

8.
The molecule C9H12S, computed with ωB97M-V/def2-TZVPD.

Results
lowest unoccupied orbital energy	0.60	eV
Kohn-Sham gap	8.858	eV
M	152.26	g/mol
largest force on an atom	5.64	eV/Å
HOMO level	-8.26	eV
total energy	-20355.8341	eV

The geometry in ORCA input format:
```
! wB97M-V def2-TZVPD RIJCOSX def2/J DEFGRID3
* xyz 0 1
C -1.83 -1.70 1.46
C -2.31 -1.77 0.28
C -2.00 -1.62 -1.09
C -1.29 -0.48 1.00
C -0.07 -0.39 0.08
C -1.29 -0.28 -0.74
C 1.85 0.76 1.50
C 1.87 0.56 -0.91
C 0.96 0.69 0.31
S -1.77 1.19 -1.57
H -1.37 -2.42 -1.62
H -2.90 -1.39 -1.66
H -1.47 0.52 1.51
H 0.65 -1.27 -0.05
H 2.08 1.71 1.97
H 2.79 0.33 1.15
H 1.54 0.05 2.28
H 1.23 0.86 -1.67
H 2.47 -0.38 -0.98
H 2.60 1.39 -0.87
H 0.49 1.70 0.26
H -2.25 1.94 -0.62
*
```

These are the Löwdin partial charges, in e, on atoms 1 to 5: 0.02, -0.04, -0.15, -0.23, -0.28

---

Among the records above, which one has the highest largest force on an atom?
number 6